# 1
A cluster of 4 separate species, C2H9NO6 in total at a distorted geometry. Source: the OMol25 dataset; level of theory: the ωB97M-V functional and the def2-TZVPD basis.

Cartesian coordinates (Å):
O (1.974735, 1.019935, 0.418492)
C (0.818947, 0.695191, 0.447583)
N (0.439583, -0.677903, 0.680766)
C (1.321023, -1.879215, 0.776144)
O (0.801790, -2.931332, 0.865112)
O (2.646029, -1.703198, 0.672935)
H (-0.044004, 1.377383, 0.307016)
H (-0.366625, -1.014079, 1.089572)
H (2.844205, -0.799349, 0.321499)
O (-1.680132, 1.617185, -0.980325)
H (-2.520597, 1.762327, -1.465258)
H (-0.962146, 1.542222, -1.676921)
O (-1.185789, 2.249510, 1.717264)
H (-1.989259, 2.112885, 1.089247)
H (-0.810508, 2.996679, 1.483303)
O (-0.253980, -1.709300, -2.068727)
H (-0.861823, -2.297034, -2.468235)
H (-0.171445, -2.361906, -1.209460)

Cartesian forces (eV/Å) of the 3 atoms listed first:
0.63 0.11 -0.44
-1.11 -2.09 0.62
4.15 -0.03 -0.58

Values from the calculation:
- Kohn-Sham gap (eV) = 10.5920
- E_LUMO (eV) = 0.14
- charge = 0
- SMILES = O=CNC(=O)O.O.O.O
- energy above the lowest of the compared OMol25 structures with the same formula, charge and spin (kJ/mol) = 173.0

These are the natural (NBO) partial charges, in e, on atoms 1 to 5: -0.603, 0.545, -0.719, 0.913, -0.604



# 2
The molecule S2 at a distorted geometry. Source: the OMol25 dataset; level of theory: the ωB97M-V functional and the def2-TZVPD basis.

Cartesian coordinates (Å):
S (-1.013726, -0.385492, -0.248107)
S (1.013726, 0.385492, 0.248107)

Forces on the atoms, in the same order (eV/Å):
5.05 1.92 1.24
-5.05 -1.92 -1.24

Values from the calculation:
- Kohn-Sham gap (eV) = 5.6593
- E_LUMO (eV) = -3.49
- charge = 0
- energy above the lowest of the compared OMol25 structures with the same formula, charge and spin (kJ/mol) = 118.3

Here is what natural (NBO) gives for the atomic charges, in e: 0.000, 0.000



# 3
A structure of composition C16H42GaO6. Source: the OMol25 dataset; level of theory: the ωB97M-V functional and the def2-TZVPD basis.

Cartesian coordinates (Å):
C (0.503939, 0.569718, -3.600138)
C (-0.398460, 1.677488, -3.040778)
C (-1.814042, 1.197833, -2.674821)
C (-2.889774, 1.434391, -3.737733)
Ga (-4.715394, 0.704256, -3.143842)
H (0.335375, 0.434419, -4.667945)
H (1.559757, 0.810200, -3.455043)
H (0.301514, -0.381200, -3.104538)
H (0.092561, 2.154577, -2.188400)
H (-0.501348, 2.448741, -3.809341)
H (-2.129326, 1.652797, -1.732630)
H (-1.770491, 0.120547, -2.476692)
H (-2.580546, 0.910165, -4.650154)
H (-2.932444, 2.504790, -3.965990)
H (-5.889051, 1.718166, -3.629873)
H (-4.738384, 0.633314, -1.526402)
H (-4.933958, -0.767211, -3.789674)
C (4.707171, -0.706672, 0.716652)
O (4.130206, -0.214041, -0.473611)
C (2.784161, -0.631016, -0.666458)
C (1.794255, 0.440661, -0.276332)
O (1.841762, 0.716215, 1.117405)
C (2.546299, 1.896860, 1.434833)
H (5.664404, -0.203462, 0.846035)
H (4.078987, -0.503031, 1.587380)
H (4.884786, -1.786923, 0.651589)
H (2.586387, -1.541468, -0.091005)
H (2.655274, -0.862537, -1.726821)
H (0.784006, 0.098603, -0.515743)
H (1.982423, 1.350668, -0.853680)
H (1.995883, 2.784341, 1.102687)
H (3.542598, 1.907823, 0.982859)
H (2.645974, 1.932444, 2.519183)
C (7.331325, 0.876481, 3.257438)
O (7.199012, -0.485050, 3.617181)
C (8.214451, -1.316969, 3.086416)
C (9.263086, -1.658799, 4.120540)
O (9.991868, -0.517768, 4.539914)
C (9.558792, 0.008453, 5.778868)
H (6.588202, 1.434721, 3.823772)
H (8.326523, 1.264341, 3.489988)
H (7.135382, 1.016451, 2.189126)
H (8.688642, -0.838282, 2.223289)
H (7.741486, -2.242034, 2.742367)
H (9.975189, -2.365947, 3.684463)
H (8.786806, -2.142597, 4.979747)
H (9.814519, -0.667334, 6.602785)
H (8.480845, 0.187010, 5.786548)
H (10.078441, 0.953482, 5.926884)
C (-11.311424, -1.780562, -0.512595)
O (-11.031142, -0.552004, -1.145506)
C (-10.049904, 0.221910, -0.466554)
C (-8.668327, 0.065103, -1.058882)
O (-8.178399, -1.252967, -0.894280)
C (-8.206729, -2.013216, -2.087632)
H (-11.959164, -2.348567, -1.179564)
H (-10.400205, -2.353956, -0.325083)
H (-11.835843, -1.624020, 0.438762)
H (-10.026600, -0.054438, 0.593783)
H (-10.353420, 1.270669, -0.537675)
H (-7.982290, 0.744368, -0.544583)
H (-8.674607, 0.345093, -2.115900)
H (-7.476536, -1.631112, -2.807931)
H (-9.203968, -2.007034, -2.540101)
H (-7.940521, -3.036883, -1.826563)

Cartesian forces (eV/Å) of the 3 atoms listed first:
-0.03 0.22 0.08
-0.03 -0.03 -0.23
-0.09 -0.08 -0.03

Values from the calculation:
- Kohn-Sham gap (eV) = 6.5102
- E_LUMO (eV) = 2.02
- charge = -1

These are the natural (NBO) partial charges, in e, on atoms 1 to 5: -0.610, -0.402, -0.401, -0.849, 0.570



# 4
A structure of composition C6H15NO2 at a distorted geometry. Source: the OMol25 dataset; level of theory: the ωB97M-V functional and the def2-TZVPD basis.

Cartesian coordinates (Å):
C (1.076580, 0.609245, -0.299316)
C (-0.138466, 0.058166, -1.078649)
C (-1.385704, -1.564332, 1.606210)
C (0.740973, 1.824584, 0.562810)
C (2.188017, 0.945192, -1.300053)
C (-1.585154, -2.511922, 0.608600)
N (-1.389176, -0.139487, -0.354839)
O (-1.990431, 1.161778, -0.235787)
O (1.518572, -0.475262, 0.540206)
H (-2.911588, 0.978087, -0.009760)
H (2.243854, -0.157062, 1.088736)
H (-0.337185, 0.711740, -1.933071)
H (0.149886, -0.929535, -1.447033)
H (-2.215065, -1.196342, 2.194767)
H (-0.400486, -1.235814, 1.900811)
H (0.353483, 2.639648, -0.046538)
H (1.639247, 2.172375, 1.081037)
H (-0.013252, 1.564978, 1.302812)
H (3.095266, 1.244173, -0.770482)
H (1.892204, 1.764989, -1.955345)
H (2.426677, 0.073293, -1.909990)
H (-0.732036, -3.090934, 0.272237)
H (-2.536920, -3.028896, 0.537060)
H (-1.689297, -1.418662, -0.354423)

Cartesian forces (eV/Å) of the 3 atoms listed first:
-0.09 0.09 0.02
-0.35 -0.01 0.11
0.13 -0.97 -1.08

Values from the calculation:
- Kohn-Sham gap (alpha / beta) (eV) = 8.0338 / 8.0347
- E_LUMO (alpha / beta) (eV) = 0.58 / 0.58
- charge = 0
- energy above the lowest of the compared OMol25 structures with the same formula, charge and spin (kJ/mol) = 617.2

These are the natural (NBO) partial charges, in e, on atoms 1 to 5: 0.240, -0.273, -0.130, -0.635, -0.627



# 5
A structure of composition C20H26N2O2PrSi at a distorted geometry. Source: the OMol25 dataset; level of theory: the ωB97M-V functional and the def2-TZVPD basis.

Cartesian coordinates (Å):
C (0.035501, 1.732444, -0.070690)
C (-0.938595, 2.235076, -0.973876)
C (-2.123840, 2.556929, -0.241716)
H (-0.753194, 2.405727, -2.036817)
C (-1.852714, 2.287273, 1.140373)
C (-0.546390, 1.731225, 1.237357)
H (0.006458, 1.563616, 2.175962)
H (1.088446, 1.571856, -0.326480)
H (-2.987423, 3.111543, -0.639781)
H (-2.443476, 2.653356, 1.977995)
Pr (-1.980586, -0.310445, -0.258289)
C (-3.240118, -1.997863, -0.851441)
H (-2.728139, -2.694982, -0.087631)
H (-3.035890, -2.623755, -1.757162)
H (-4.317251, -1.670528, -0.766389)
Si (1.187695, -2.070647, -3.838901)
C (2.557171, -1.665800, -5.055031)
C (3.345215, -0.667295, -4.467748)
H (2.870255, 0.014004, -3.761731)
C (4.685625, -0.571698, -4.759198)
H (5.260893, 0.140246, -4.196045)
C (5.271246, -1.398115, -5.698568)
H (6.332713, -1.420135, -5.780565)
C (4.442480, -2.155736, -6.505243)
H (4.896363, -2.737419, -7.300399)
C (3.074128, -2.248025, -6.251280)
H (2.447943, -2.750269, -6.980956)
C (-0.119807, -0.593756, -3.699701)
C (0.290729, 0.453962, -4.561724)
H (1.175092, 0.407951, -5.216308)
C (-0.468291, 1.634208, -4.734033)
H (-0.148320, 2.443882, -5.407821)
C (-1.725696, 1.660859, -4.104823)
H (-2.410941, 2.492389, -4.316425)
C (-2.118385, 0.674300, -3.189761)
H (-3.098340, 0.784927, -2.656719)
C (-1.320754, -0.496853, -2.929127)
H (-1.712838, -1.327872, -2.345939)
H (1.272023, -2.066982, -2.340453)
H (1.536655, -3.563229, -3.987022)
C (-1.575296, -1.976093, 4.329166)
O (-0.374234, -2.001439, 3.502895)
C (-0.580770, -1.665752, 2.251490)
O (-1.728715, -1.447904, 1.753591)
N (0.531447, -1.599156, 1.490793)
N (0.389536, -1.084437, 0.143667)
H (-1.249235, -2.287211, 5.314345)
H (-2.315870, -2.686374, 3.945360)
H (-1.979112, -0.958741, 4.378694)
H (1.411754, -1.498821, 2.011252)
H (1.095978, -0.355276, 0.023734)
H (0.639975, -1.808764, -0.539781)

Cartesian forces (eV/Å) of the 3 atoms listed first:
-0.71 0.73 0.17
0.35 0.09 0.29
0.49 -0.04 0.17

Values from the calculation:
- Kohn-Sham gap (alpha / beta) (eV) = 8.0232 / 8.0674
- E_LUMO (alpha / beta) (eV) = -2.95 / -2.91
- charge = +1
- energy above the lowest of the compared OMol25 structures with the same formula, charge and spin (kJ/mol) = 238.2
- spin multiplicity = 3

These are the Mulliken partial charges, in e, on atoms 1 to 5: -0.974, -0.393, -0.795, 0.675, -0.682



| no. | E_tot (eV) |
| --- | --- |
| 1 | -15994.504 |
| 2 | -21667.771 |
| 3 | -81929.987 |
| 4 | -12045.014 |
| 5 | -50173.332 |